ORCA calculation (the ωB97M-V functional and the def2-TZVPD basis) on C9H8AuBr2Cl2NO2 as an isolated structure.

Computed properties:
**E_tot**: -6757.0177 Ha
**2S+1**: 3
**Orbital gap (alpha / beta)**: 9.4 / 7.3 eV
**HOMO energy (alpha / beta)**: -9.1 / -9.5 eV

```
25
Properties=species:S:1:pos:R:3:forces:R:3
Au 1.392723 0.630085 0.021348 -0.353 -0.254 -0.231
Br 0.821509 -3.648993 1.241360 -0.007 0.028 0.034
C 0.873380 -2.923227 3.033078 0.021 -0.007 -0.126
Br 0.596513 -1.024001 3.081747 -0.023 -0.015 0.048
H 1.854292 -3.137290 3.433471 0.013 0.020 0.024
H 0.089910 -3.403558 3.601712 -0.023 0.015 0.017
Cl 4.229518 4.472943 1.302802 0.006 0.008 0.036
C 3.209013 3.579543 2.450978 0.015 -0.060 -0.071
Cl 4.186909 2.589853 3.547735 -0.008 0.006 0.001
C 2.200878 2.730765 1.668711 0.022 0.013 0.039
O 1.030542 3.059682 1.682227 0.001 0.004 0.049
O 2.723751 1.728910 1.042874 0.110 0.076 0.038
H 2.673277 4.303999 3.048619 -0.011 0.038 0.003
N 0.074258 -0.372302 -0.974871 0.354 0.201 0.219
C -1.009111 -0.556898 -1.677199 -0.312 -0.079 -0.225
C -1.720163 -1.794528 -1.612749 0.129 0.060 0.082
C -2.854673 -1.965359 -2.365512 -0.053 0.004 -0.039
C -3.319881 -0.941978 -3.194533 0.040 0.022 0.016
C -2.635913 0.274521 -3.269127 -0.077 -0.052 -0.031
C -1.498545 0.481700 -2.531622 0.146 -0.036 0.122
H -1.345734 -2.568253 -0.955779 -0.008 0.010 -0.016
H -3.395624 -2.900878 -2.313491 0.011 0.002 0.006
H -4.216562 -1.090899 -3.780804 0.009 0.001 0.003
H -3.006574 1.060834 -3.913004 0.006 0.003 0.008
H -0.953694 1.415327 -2.567973 -0.010 -0.007 -0.004
```
Positions in Å, forces in eV/Å.

Here are the Mulliken charges for atoms 1 to 4, given in e:
1 Au 0.34
2 Br -0.09
3 C -0.44
4 Br -0.06

***

ORCA calculation (the ωB97M-V functional and the def2-TZVPD basis) on a 2-piece molecular cluster, CH3N3S2 overall at a distorted geometry.

Computed properties:
**E_tot**: -1000.3125 Ha
**2S+1**: 1
**Orbital gap (alpha / beta)**: 6.0 / 3.3 eV
**HOMO energy (alpha / beta)**: -7.6 / -6.4 eV

```
9
Properties=species:S:1:pos:R:3:forces:R:3
C 1.601689 -0.704238 -0.468149 0.718 1.650 -1.331
N 0.762595 -0.759078 0.477587 -0.163 -1.468 1.131
N 0.054806 0.250305 0.791061 -0.433 0.792 0.232
N -2.241385 -0.097215 0.097646 0.547 -0.900 -1.784
S 1.824802 0.813026 -1.392038 -1.175 -0.202 1.372
S 0.334052 1.607707 -0.114151 0.543 0.319 -0.917
H 2.325214 -1.436685 -0.628312 0.755 -1.320 -0.386
H -2.048057 0.842514 0.320117 -0.386 1.542 0.455
H -2.613717 -0.516338 0.916240 -0.405 -0.413 1.228
```
Positions in Å, forces in eV/Å.

Here are the Mulliken charges for atoms 1 to 4, given in e:
1 C 0.02
2 N -0.22
3 N -0.16
4 N -0.49

***

ORCA calculation (the ωB97M-V functional and the def2-TZVPD basis) on a 2-piece molecular cluster, C3H4OS2 overall at a distorted geometry.

Computed properties:
**E_tot**: -988.1186 Ha
**2S+1**: 1
**Orbital gap (alpha / beta)**: 8.2 / 7.9 eV
**HOMO energy (alpha / beta)**: -9.3 / -8.6 eV

```
10
Properties=species:S:1:pos:R:3:forces:R:3
C 0.528497 0.788207 -0.183463 -0.523 -1.607 -2.029
C 0.205922 -0.455276 -0.660206 -0.388 1.646 -0.877
C 0.110327 -1.687185 0.027438 -1.428 -2.155 2.698
O 0.324439 -3.077018 2.353026 -0.039 -0.331 0.286
S 0.351597 -3.318138 -0.657027 -0.478 0.606 -0.100
S 1.112888 -2.702578 1.195814 -0.188 1.231 -0.350
H 0.648003 1.527568 -0.950150 -0.252 0.461 -0.250
H 0.666107 1.175173 0.794740 0.314 -0.544 0.957
H -0.185057 -0.610044 -1.722675 1.100 0.752 1.223
H -1.480840 -1.643187 1.255928 1.882 -0.058 -1.558
```
Positions in Å, forces in eV/Å.

Here are the Mulliken charges for atoms 1 to 4, given in e:
1 C -0.75
2 C 0.30
3 C -0.32
4 O -0.48

***

ORCA calculation (the ωB97M-V functional and the def2-TZVPD basis) on a 2-piece molecular cluster, CH5BS2 overall at a distorted geometry.

Computed properties:
**E_tot**: -862.2120 Ha
**2S+1**: 1
**Orbital gap (alpha / beta)**: 8.2 / 8.1 eV
**HOMO energy (alpha / beta)**: -8.6 / -7.9 eV

```
9
Properties=species:S:1:pos:R:3:forces:R:3
B 0.816890 0.041326 0.164821 -0.387 0.142 -0.191
C -2.156137 0.025176 0.048858 1.283 1.788 -0.984
S 1.010060 -1.595679 -0.353203 1.715 -0.785 -0.677
S 1.606692 1.569158 0.468067 -1.477 0.891 0.395
H -2.085824 -0.883396 -0.464917 -0.077 -1.288 -0.166
H -2.252111 0.913940 -0.562140 -0.002 -0.076 -0.072
H -2.269983 0.197571 1.073413 -0.228 -0.393 1.327
H 2.417232 -1.757195 -0.728008 -1.805 0.456 0.654
H 2.913183 1.489103 0.353111 0.979 -0.734 -0.287
```
Positions in Å, forces in eV/Å.

Here are the Mulliken charges for atoms 1 to 4, given in e:
1 B 0.36
2 C -1.04
3 S -0.31
4 S -0.27

***

ORCA calculation (the ωB97M-V functional and the def2-TZVPD basis) on a 4-piece molecular cluster, C27H60BF4N3 overall at a distorted geometry.

Computed properties:
**E_tot**: -1652.9673 Ha
**Charge**: +2
**2S+1**: 1
**Orbital gap**: 10.4 eV
**HOMO energy**: -14.6 eV

```
95
Properties=species:S:1:pos:R:3:forces:R:3
C 6.780235 -1.711781 -3.027328 0.140 -0.159 -1.078
C 5.511895 -1.091321 -2.492278 -1.403 0.556 0.499
C 4.571855 -2.029151 -1.620548 0.603 1.443 -0.918
N 3.248445 -1.421891 -1.179588 -0.982 -0.165 -0.831
C 3.577305 -0.168381 -0.298338 0.066 -0.256 -1.751
C 2.392755 0.415459 0.397702 0.440 -1.106 1.618
C 1.714295 -0.695791 1.197562 -1.216 -0.195 -0.277
C 1.276105 -1.866131 0.328142 -0.694 0.226 -0.676
C 2.439055 -2.546191 -0.409478 -0.101 1.135 0.377
C 2.376865 -1.051851 -2.470848 1.055 -0.015 1.324
H 6.601265 -2.391211 -3.860658 -0.458 -0.909 0.564
H 7.452915 -2.142471 -2.285628 -0.107 0.052 -0.115
H 7.303495 -1.000261 -3.666088 0.336 0.682 0.772
H 4.957035 -0.647611 -3.318928 -0.215 -0.468 -0.352
H 5.720785 -0.179151 -1.933338 0.420 -0.248 0.460
H 5.106325 -2.163421 -0.680118 -0.074 -0.929 -0.188
H 4.292695 -2.898951 -2.215208 0.403 -0.344 0.470
H 4.410275 -0.477591 0.333042 -0.351 -0.106 0.345
H 3.998395 0.546609 -1.005148 0.016 -0.062 -0.064
H 2.768915 1.088139 1.168482 -0.044 0.560 -0.346
H 1.689495 0.949649 -0.241188 0.068 -0.087 0.012
H 2.265325 -1.139931 2.026542 0.575 0.583 0.060
H 0.805325 -0.265091 1.617522 0.038 0.038 0.261
H 0.660765 -2.514421 0.951982 0.559 -0.670 -0.033
H 0.521065 -1.505441 -0.370358 0.069 0.122 -0.396
H 3.035685 -3.064501 0.341182 0.722 0.496 -0.134
H 2.197115 -3.322431 -1.135448 -0.276 0.343 -0.210
H 2.851885 -0.225321 -2.999348 0.122 -0.069 0.274
H 1.368405 -0.753421 -2.184408 0.240 -0.197 0.235
H 2.351265 -1.912051 -3.139808 0.048 -0.089 0.299
C 1.053625 3.772169 -7.190348 -1.055 0.097 -0.476
C 1.030155 4.016899 -5.682528 1.424 -0.606 0.174
C -0.302975 3.641139 -5.078118 0.051 0.242 1.059
N -0.351015 3.525319 -3.504388 -0.264 -2.245 -0.196
C 0.187965 4.797749 -2.823398 -0.591 -0.869 -0.036
C -0.029465 4.754279 -1.343198 -1.793 0.266 2.260
C -1.536425 4.518319 -0.890828 0.261 -1.077 -1.760
C -2.081035 3.228269 -1.587658 0.609 0.639 -0.420
C -1.866835 3.200729 -3.167638 1.041 1.632 2.180
C 0.468475 2.252279 -2.959678 -0.379 1.697 -1.075
H 0.326955 4.396699 -7.709988 -0.110 0.235 0.096
H 0.702345 2.760559 -7.393668 0.261 -0.193 -0.023
H 1.984585 3.936699 -7.732888 0.197 -0.035 0.591
H 1.347135 5.024429 -5.413238 -0.413 0.208 -0.175
H 1.831855 3.406939 -5.266198 0.046 -0.309 0.185
H -0.719335 2.696009 -5.426648 0.267 -0.027 -0.117
H -0.979495 4.437469 -5.388418 -0.443 -0.086 0.511
H -0.340785 5.654139 -3.241898 -0.016 -0.133 -0.301
H 1.251795 4.855529 -3.053668 -0.113 0.006 -0.192
H 0.218795 5.718039 -0.898648 0.413 0.108 -0.294
H 0.574145 4.031389 -0.794408 0.192 -0.111 -0.263
H -2.195925 5.338309 -1.175058 0.237 0.312 -0.204
H -1.719995 4.361769 0.172132 0.788 0.146 0.102
H -3.123985 3.160439 -1.278208 -0.200 -0.209 -0.691
H -1.594445 2.374749 -1.115628 0.031 -0.132 -0.114
H -2.346335 4.063169 -3.630648 -0.549 -0.392 -0.045
H -2.145725 2.230989 -3.579858 0.236 0.279 -0.317
H 0.293295 2.139599 -1.889768 0.198 0.401 -0.171
H 1.502155 2.464249 -3.232948 0.011 -0.115 0.388
H 0.163875 1.322509 -3.440148 -0.373 0.370 -0.375
C -1.386065 0.103759 5.785642 0.245 -0.023 0.672
C -2.206215 -0.677451 4.796802 0.288 -1.878 -0.853
C -2.483565 -2.143271 5.293192 -1.714 0.446 0.058
N -3.441825 -3.005671 4.404562 -0.474 0.159 -0.976
C -2.749265 -3.133101 3.057422 -0.881 -0.561 0.260
C -3.386945 -4.170511 2.095922 0.647 0.702 0.681
C -3.691515 -5.505181 2.791452 -1.383 0.502 1.106
C -4.389455 -5.410461 4.230162 1.437 0.309 -1.381
C -3.594635 -4.413351 5.080442 -0.715 1.766 -0.868
C -4.918955 -2.395451 4.192152 1.954 -0.279 -0.320
H -1.849355 -0.007461 6.765992 -0.014 0.710 0.155
H -1.208725 1.122819 5.441892 -0.588 0.080 0.233
H -0.364065 -0.252121 5.915922 -0.023 -0.548 -0.263
H -1.636295 -0.708141 3.868172 -0.070 -0.001 -0.164
H -3.173705 -0.238131 4.553762 0.035 0.308 0.252
H -3.065655 -2.093651 6.213412 0.189 0.208 0.295
H -1.627385 -2.781571 5.511432 0.186 0.226 -0.363
H -1.749375 -3.515871 3.261912 0.153 0.420 0.270
H -2.738285 -2.098531 2.714402 0.301 -0.345 -0.533
H -2.581935 -4.383641 1.392622 -0.158 0.119 -0.331
H -4.195625 -3.714961 1.524422 -0.254 -0.291 0.181
H -2.770155 -6.076201 2.906082 -0.138 -0.165 -0.227
H -4.457235 -6.012941 2.204972 0.601 -0.459 -0.281
H -4.244345 -6.398161 4.667752 -0.278 0.085 0.195
H -5.452965 -5.248771 4.054412 0.087 0.285 0.586
H -2.576465 -4.794001 5.161232 -0.054 0.133 0.467
H -4.034915 -4.025931 5.999232 0.056 -1.176 0.460
H -5.469555 -3.156931 3.639812 -0.117 0.031 0.610
H -4.899305 -1.528391 3.531902 0.588 -0.009 0.036
H -5.346315 -2.042731 5.130802 0.107 -0.632 0.094
B -0.037445 2.603269 2.326772 0.419 -0.758 1.156
F -0.828385 3.644699 2.655142 -1.094 1.363 -0.213
F -0.377165 2.000569 1.123662 -0.418 -0.248 -2.015
F 1.286985 2.964829 2.315992 1.267 0.371 -0.471
F -0.204515 1.597729 3.280012 -0.151 -1.108 0.989
```
Positions in Å, forces in eV/Å.

Here are the Mulliken charges for atoms 1 to 4, given in e:
1 C -1.49
2 C -0.25
3 C -0.58
4 N 0.27

***

ORCA calculation (the ωB97M-V functional and the def2-TZVPD basis) on C34H38BrCl3N5O6RuSe2 as an isolated structure at a distorted geometry.

Computed properties:
**E_tot**: -10895.9620 Ha
**2S+1**: 2
**Orbital gap (alpha / beta)**: 6.9 / 6.8 eV
**HOMO energy (alpha / beta)**: -6.3 / -6.2 eV

```
90
Properties=species:S:1:pos:R:3:forces:R:3
Ru -0.166892 0.445291 0.142523 0.968 0.017 0.212
O -4.053669 2.389831 -0.665002 0.070 0.224 0.053
C -3.715349 3.698152 -0.215800 -0.067 -0.017 0.004
C -2.220587 3.994789 -0.132881 0.249 0.019 -0.099
C -2.187203 5.538909 -0.013100 0.201 0.050 0.000
O -0.889133 6.093716 0.142847 -0.070 -0.074 -0.028
C -1.519335 3.448859 1.113165 0.196 0.074 0.143
Se -1.698753 1.584612 1.638485 -0.959 0.076 -0.036
C -1.410927 3.610489 -1.375197 -0.028 0.064 0.125
Se -1.053569 1.721942 -1.694595 0.029 0.249 -0.065
H -4.963830 2.245785 -0.391598 0.008 -0.113 -0.018
H -4.139626 3.883976 0.779369 -0.017 -0.050 -0.009
H -4.152168 4.434952 -0.905589 -0.051 -0.019 0.027
H -2.822870 5.840103 0.830435 -0.053 -0.013 -0.010
H -2.593685 5.990581 -0.919540 0.017 -0.002 -0.025
H -0.454698 5.627075 0.864985 0.006 0.051 0.019
H -1.826266 4.021434 1.996020 -0.105 -0.052 -0.013
H -0.440968 3.598364 0.993707 -0.007 0.037 0.038
H -0.444661 4.110233 -1.312177 -0.010 0.058 0.010
H -1.899394 3.973634 -2.283320 -0.068 -0.101 -0.001
C 3.770085 -0.946622 4.802111 -0.049 -0.066 -0.054
N 2.788917 0.013829 4.326729 0.111 0.198 -0.002
N 2.809219 0.409910 2.996253 -0.039 -0.122 -0.046
C 1.549917 0.750181 2.582471 -0.120 0.268 0.159
O 1.347826 1.257821 1.452225 0.063 0.077 -0.083
C 0.695996 0.493097 3.705810 0.067 -0.211 0.037
C 1.478818 0.011222 4.705859 0.001 -0.046 0.063
C 1.091054 -0.517806 6.041787 -0.023 0.008 0.004
C 4.021305 0.580361 2.280743 -0.022 0.008 0.021
C 4.212585 -0.172715 1.134439 0.043 -0.016 -0.036
C 5.385890 -0.012320 0.412141 -0.041 0.003 0.000
C 6.359246 0.875548 0.850890 0.006 -0.017 -0.001
C 6.164403 1.607679 2.015122 -0.012 0.006 -0.008
C 4.985881 1.468722 2.732993 -0.006 0.042 -0.040
H 4.674368 -0.848125 4.208910 0.023 0.023 0.022
H 3.402044 -1.971660 4.718760 0.003 -0.019 -0.039
H 4.013414 -0.724529 5.839136 -0.026 -0.021 0.010
H -0.364158 0.657170 3.729933 0.020 0.001 -0.027
H 0.031506 -0.340588 6.209233 0.004 0.004 -0.007
H 1.658466 -0.040841 6.842547 0.000 -0.009 -0.012
H 1.264655 -1.595557 6.093732 0.004 0.017 0.002
H 3.441382 -0.873141 0.843494 -0.059 -0.011 -0.080
H 5.540754 -0.591763 -0.488902 0.007 0.007 -0.014
H 7.275784 0.993423 0.287119 -0.005 0.005 0.006
H 6.924117 2.298989 2.356200 -0.007 -0.008 -0.003
H 4.802396 2.047452 3.629805 0.006 -0.006 -0.004
Br 2.338394 2.831442 -1.127932 -0.041 -0.003 0.048
C 2.448922 1.074624 -1.810281 0.205 -0.020 -0.006
C 3.341215 0.876924 -2.859404 -0.015 0.033 0.058
C 3.497063 -0.401529 -3.353445 0.009 -0.073 -0.001
C 2.774595 -1.436281 -2.773771 0.014 0.031 -0.012
C 1.907392 -1.136169 -1.742892 -0.059 0.012 0.086
N 1.733985 0.106982 -1.264422 -0.188 -0.188 -0.272
H 3.890872 1.717025 -3.256746 -0.004 -0.008 -0.008
H 4.180385 -0.587650 -4.172829 -0.006 -0.006 0.012
H 2.867919 -2.459348 -3.111033 0.004 0.013 -0.014
H 1.322026 -1.903254 -1.255199 -0.024 0.028 -0.033
Cl -1.038113 -3.433820 3.653779 0.009 0.013 -0.042
C -0.020637 -3.366449 2.208378 0.036 -0.090 0.107
Cl 1.621647 -3.886256 2.645894 -0.050 0.035 -0.023
Cl -0.669404 -4.465118 0.966161 0.007 0.025 -0.004
C -0.018526 -1.942030 1.584191 -0.082 0.428 -0.035
O 1.017482 -1.575643 1.001127 0.157 -0.124 0.130
O -1.065024 -1.279732 1.673919 0.143 -0.277 0.129
C -4.876502 -2.069842 -3.317959 -0.004 0.021 0.048
N -4.057359 -2.112840 -2.111154 0.004 -0.096 -0.111
N -2.708363 -1.828169 -2.294695 -0.033 -0.127 -0.084
C -2.248794 -1.126620 -1.225320 1.009 0.005 0.181
O -1.003033 -0.948166 -1.067444 -0.986 -0.368 -0.467
C -3.362657 -0.818363 -0.405276 -0.272 -0.034 0.039
C -4.433818 -1.408892 -0.986865 -0.077 0.131 0.046
C -5.869501 -1.322610 -0.606442 -0.010 -0.037 0.052
C -1.907641 -2.597074 -3.181485 -0.070 0.086 0.035
C -0.899205 -1.953557 -3.885979 -0.023 -0.020 -0.037
C -0.107177 -2.697411 -4.745712 0.020 0.018 -0.023
C -0.328960 -4.058930 -4.912590 -0.008 0.036 -0.004
C -1.349170 -4.684474 -4.210803 -0.017 0.001 0.023
C -2.140996 -3.955987 -3.334101 0.064 -0.025 0.016
H -4.364717 -2.610438 -4.109322 -0.008 -0.027 -0.002
H -5.060412 -1.042531 -3.642370 0.012 0.009 -0.018
H -5.818028 -2.572718 -3.111612 -0.024 0.037 -0.009
H -3.320087 -0.234029 0.498771 0.011 0.012 -0.024
H -5.946680 -0.958899 0.415878 -0.009 0.025 -0.019
H -6.365072 -2.292025 -0.666022 0.023 -0.005 -0.008
H -6.401759 -0.628039 -1.261322 0.005 -0.015 0.005
H -0.751518 -0.888048 -3.759054 0.013 -0.026 0.038
H 0.679390 -2.201485 -5.300395 0.006 -0.019 0.011
H 0.289034 -4.628223 -5.594523 -0.004 -0.007 0.006
H -1.524994 -5.745282 -4.333953 0.003 0.010 -0.002
H -2.924480 -4.431541 -2.758043 0.003 -0.005 -0.011
```
Positions in Å, forces in eV/Å.

Here are the Mulliken charges for atoms 1 to 4, given in e:
1 Ru 1.86
2 O -0.28
3 C -1.61
4 C 2.72

***

Energy relative to the best compared isomer or geometry (same formula, charge and spin) list, top to bottom, in kcal per mole: 0.00, 105.46, 134.02, 106.31, 86.95, 9.84